Entry one
17
Properties=species:S:1:pos:R:3 method="wB97M-V/def2-TZVPD" lumo_energy_ha="0.007 / 0.007" homo_energy_ev="-8.179 / -8.178" total_charge=0 mol_weight_da=118.205
C 1.06366 0.97390 0.12545
C 1.46121 -0.46750 0.22093
C -0.33112 1.03567 0.69181
C 0.51725 -1.27112 -0.70672
N -2.30224 -0.55653 1.16066
N -2.23709 0.49756 -1.26184
S -1.47262 -0.11350 -0.07473
H 1.83420 1.62614 0.57788
H 1.08216 1.27928 -0.93533
H 2.47079 -0.60428 -0.26118
H 1.24998 -0.65937 1.24192
H -0.24879 0.83821 1.83170
H -0.61017 2.14978 0.57093
H 0.35147 -0.93831 -1.70304
H 0.34809 -2.31263 -0.53311
H -3.31319 -0.91324 1.06783
H -1.94406 0.09542 -2.17299

---

Entry two
17
Properties=species:S:1:pos:R:3 method="wB97M-V/def2-TZVPD" lumo_energy_ha=0.032 homo_energy_ev=-8.467 total_charge=0 mol_weight_da=118.205
C -0.73860 1.94919 -0.22150
C -0.93800 0.54979 0.42678
C -0.71659 -1.85090 -0.10000
C 2.04096 -0.33350 0.33967
H -1.24112 1.94279 -1.14579
H -1.10863 2.72133 0.43978
H 0.38076 2.18802 -0.38144
H -1.99368 0.22763 0.49463
H -0.54345 0.61749 1.44161
H -0.20441 -2.51192 -0.81406
H -0.38450 -2.22040 0.87398
H -1.75241 -1.97246 -0.21885
H 1.26052 0.07162 -1.46345
H 1.73924 -0.78017 1.32177
N -0.35445 -0.49331 -0.37373
N 1.04049 -0.28706 -0.55907
S 3.51383 0.18186 -0.06033

---

Entry three
17
Properties=species:S:1:pos:R:3 method="wB97M-V/def2-TZVPD" lumo_energy_ha=0.034 homo_energy_ev=-8.749 total_charge=0 mol_weight_da=118.205
C 0.82871 0.39343 1.19086
C -0.68434 0.47422 1.05374
C -1.25086 0.49245 -0.29441
C -0.36552 0.38012 -1.50043
H 2.20152 -1.13025 1.36003
H 0.62880 -1.58913 1.51949
H 1.06703 0.79611 2.18765
H 1.28664 1.06591 0.47210
H -1.26972 -0.07109 1.79210
H -2.19276 0.00690 -0.42278
H -0.92012 0.79668 -2.34168
H 0.57217 0.95878 -1.45565
H 0.08163 -1.52968 -0.95029
H 0.34240 -1.20478 -2.50190
N 1.27888 -0.95735 1.02799
N -0.27972 -1.00776 -1.72829
S -1.32475 2.12545 0.59148

---

Entry four
17
Properties=species:S:1:pos:R:3 method="wB97M-V/def2-TZVPD" lumo_energy_ha=0.036 homo_energy_ev=-8.298 total_charge=0 mol_weight_da=118.205
C 0.37373 -0.45053 0.17109
C -1.03591 -0.01665 -0.22339
C 0.86259 0.04537 1.47262
C -1.22791 1.06854 -1.23927
N 0.31057 -1.95776 0.38615
N -0.23947 -2.46400 -0.77443
S -1.76470 -1.64396 -0.94024
H 1.02488 -0.05564 -0.60205
H -1.61619 -0.07419 0.70959
H 0.22791 -0.19642 2.20531
H 0.89179 1.20188 1.62598
H 1.81392 -0.24141 1.78280
H -0.59107 1.06090 -2.21462
H -1.11360 1.93122 -0.67783
H -2.19580 1.17924 -1.68401
H 1.17003 -2.42110 0.54889
H 0.12835 -2.24300 -1.62849

---

The calculated energies rank the structures as follows, beginning with the most stable: entry three, entry two, entry four, entry one.

---

Entry one
8
Properties=species:S:1:pos:R:3 method="wB97M-V/def2-TZVPD" lumo_energy_ha=-0.020 homo_energy_ev=-10.764 total_charge=0 mol_weight_da=133.550
C 0.20770 0.26995 1.06427
N -0.72616 -0.49899 0.43540
F -1.17413 0.75378 -2.15412
F 0.31976 -1.13693 -1.98671
S -1.06059 -0.64053 -1.13692
Cl 1.89279 -0.24152 0.72835
H 0.22696 0.13044 2.24446
H 0.31365 1.36381 0.80528

---

Entry two
8
Properties=species:S:1:pos:R:3 method="wB97M-V/def2-TZVPD" lumo_energy_ha=0.015 homo_energy_ev=-9.870 total_charge=0 mol_weight_da=133.550
C 0.56874 -0.92421 -0.22508
N -1.08312 1.29276 0.23023
F 0.64927 -2.27497 -0.35001
F 0.72436 -0.72965 1.14628
S -1.18065 -0.27004 -0.62382
Cl 1.76829 -0.15298 -1.33554
H -0.27881 1.84683 -0.08259
H -1.16808 1.21226 1.24055

---

The calculated energies rank the structures as follows, beginning with the most stable: entry two, entry one.

---

Entry one
23
Properties=species:S:1:pos:R:3 method="wB97M-V/def2-TZVPD" lumo_energy_ha=-0.310 homo_energy_ev=-15.458 total_charge=+2 mol_weight_da=287.770
Sr -0.33208 0.18557 0.27056
C 0.00526 -1.48707 -1.72370
O 0.59851 -2.08063 -2.51059
C 2.24059 -0.18529 -0.59669
O 3.02204 -0.67503 -1.29539
C 1.12971 -1.94954 0.85620
O 1.95410 -2.75134 0.97688
C 0.65756 1.28621 -1.93321
O 1.31123 1.64872 -2.81124
C 3.12202 2.74958 2.66201
H 2.62438 3.69209 2.40285
H 2.82971 2.28731 3.61279
C 3.99280 2.15617 1.82527
H 4.49264 1.21150 2.07347
H 4.28860 2.60844 0.87040
N -4.03878 -2.05035 0.08333
C -3.61081 -0.87062 -0.40032
N -4.29133 -0.31694 -1.41743
O -2.59028 -0.28857 0.10342
H -4.76309 -2.58066 -0.37982
H -3.59238 -2.39808 0.92375
H -4.03226 0.62577 -1.68957
H -5.01815 -0.81724 -1.90298

---

Entry two
23
Properties=species:S:1:pos:R:3 method="wB97M-V/def2-TZVPD" lumo_energy_ha=-0.286 homo_energy_ev=-17.312 total_charge=+2 mol_weight_da=287.770
Sr 0.00085 -0.40706 -0.69440
C -0.00538 2.03174 0.68998
O -0.00716 2.91797 1.42584
C -0.00465 2.10045 -1.97173
O -0.00707 3.21510 -2.25325
C -2.64161 0.17265 -0.91519
O -3.77610 0.33001 -0.84276
C 2.64080 0.18404 -0.91610
O 3.77467 0.34522 -0.84275
C 0.00410 -2.02157 -3.19931
H 0.94675 -2.58186 -3.05332
H -0.93628 -2.58570 -3.05347
C 0.00149 -0.73706 -3.59647
H -0.91787 -0.19910 -3.85878
H 0.91866 -0.19528 -3.85857
N -1.14468 -0.27158 3.56349
C 0.00184 -0.41213 2.86846
N 1.14531 -0.26087 3.56714
O 0.00359 -0.65478 1.62380
H -1.09805 -0.10994 4.56563
H -2.02574 -0.38842 3.09199
H 2.02955 -0.37123 3.09400
H 1.09699 -0.10059 4.56577

---

The calculated energies rank the structures as follows, beginning with the most stable: entry two, entry one.

---

Entry one
9
Properties=species:S:1:pos:R:3 method="wB97M-V/def2-TZVPD" lumo_energy_ha=-0.012 homo_energy_ev=-9.768 total_charge=0 mol_weight_da=102.524
C 0.85175 0.69725 -0.37688
C 0.89070 -0.83581 -0.38253
C -1.07495 0.14035 0.57280
N -0.27727 1.08668 0.06031
N -0.02306 -1.42980 0.20307
Cl -2.67277 -0.03895 -0.16786
H 1.74961 1.28835 -0.71305
H 1.77060 -1.07194 -0.92580
H -1.21462 0.16388 1.72994

---

Entry two
9
Properties=species:S:1:pos:R:3 method="wB97M-V/def2-TZVPD" lumo_energy_ha=0.019 homo_energy_ev=-8.760 total_charge=0 mol_weight_da=102.524
C 0.33301 -0.55869 -0.04960
C -0.67579 0.38055 0.00586
C -2.08093 0.08213 0.01248
H 2.37866 -0.89870 0.04184
H 1.89074 0.73966 0.13268
H 0.02052 -1.58296 -0.06379
N 1.63368 -0.21806 -0.02762
N -3.24150 -0.02092 -0.02540
Cl -0.25838 2.07699 -0.02645

---

The calculated energies rank the structures as follows, beginning with the most stable: entry two, entry one.